Record 1
C79H65BaFN6OPSSi | wB97M-V/def2-TZVPD

Structure (XYZ):
```
156
Properties=species:S:1:pos:R:3
C 2.821 2.898 6.444
H -6.444 0.029 -1.723
C -3.566 2.316 6.535
C -3.038 -2.034 1.595
C 2.991 1.939 5.461
H -7.233 1.295 2.068
O -1.701 2.025 1.538
C -4.353 3.112 2.010
C 4.114 2.082 -2.065
H 5.746 3.936 2.398
C -2.714 -1.071 0.593
H 1.365 3.720 0.122
C 2.073 -4.535 2.001
C -0.080 -0.649 -5.715
C -6.562 2.117 1.849
H -4.283 2.720 7.240
H -4.272 3.522 4.919
C 5.270 2.946 -2.326
C -4.230 -0.673 -7.053
H 1.897 -3.543 -4.301
C 2.059 -4.200 -1.108
H 1.568 4.472 7.215
C -3.066 1.788 -1.092
H 4.636 -0.204 -4.247
H -3.359 -5.417 2.124
C -3.690 -2.563 3.907
C 7.596 3.241 -2.917
H 8.548 2.811 -3.201
H 3.891 5.399 3.135
H -0.964 4.411 0.599
C -1.825 4.703 2.533
H 0.230 2.583 3.613
C 6.250 5.151 -2.374
H -0.773 -0.308 -6.479
C -2.973 0.178 -5.171
H -0.167 8.220 2.387
H 5.182 -7.575 -1.596
C 0.137 -3.114 1.898
H -2.114 2.261 -0.878
C -3.035 -3.432 1.354
N 2.297 1.108 -1.166
C -6.153 4.269 0.864
Ba -0.134 0.424 1.009
C 1.800 -4.802 3.332
H 3.594 -3.476 -3.799
H 0.864 -0.122 -5.840
H 0.488 -4.433 4.992
C 1.712 -2.163 -1.900
H 2.951 -4.963 1.535
C -4.368 0.124 -2.235
H 1.721 5.315 1.962
C 5.158 4.327 -2.163
N 2.184 -3.413 -2.231
C 1.236 -3.692 1.269
H 0.097 6.644 0.493
C -1.964 5.609 3.583
C -1.962 0.325 -2.788
C -0.484 6.359 1.363
H 3.396 0.834 -4.973
H -2.710 -1.777 -6.028
H 6.154 6.220 -2.239
C 0.785 3.599 5.409
H -2.694 -1.443 -0.431
H 4.949 1.521 -4.488
C 1.559 -6.601 -0.689
C 2.555 0.545 -2.329
C -4.203 2.206 -0.419
C 7.473 4.612 -2.754
H -4.898 1.209 2.840
C -0.130 -3.376 3.232
C 4.793 3.910 1.882
H 3.557 2.989 7.237
C 4.189 0.790 -4.228
C 1.512 -3.378 -0.139
H -1.069 0.038 6.328
C -5.502 0.538 -1.558
N -0.642 -0.367 -4.409
C -3.354 -4.354 2.337
H 3.552 -9.326 -0.969
C 4.162 -7.307 -1.353
H -3.945 -2.236 4.908
H 2.462 -5.450 3.892
H 5.428 2.415 0.482
C 2.465 -5.611 -1.066
C 2.331 3.769 0.616
H -4.429 -0.706 -2.928
H 0.548 -6.319 -0.424
C -3.727 1.353 -5.227
H -5.719 0.636 -7.871
C -4.713 1.510 -6.185
H -2.679 0.986 7.969
H -0.992 -2.917 3.700
C -1.747 1.292 4.731
N 3.665 1.101 -2.912
C 6.506 2.413 -2.699
H -5.293 2.423 -6.212
C 0.045 -0.302 -3.220
C 3.772 -5.978 -1.389
C 1.951 -7.929 -0.656
C -5.245 2.073 2.282
C -3.373 -1.647 2.922
C -1.078 5.106 1.425
C -2.618 2.292 4.302
C -4.961 0.503 -7.109
S 2.328 0.554 3.215
H -3.529 2.139 -4.511
H 6.623 1.340 -2.785
P 1.773 -0.862 -3.165
H 4.208 4.753 -1.868
H -3.360 -0.589 3.162
C 3.754 4.729 2.295
C 3.249 -8.287 -0.993
C 2.061 1.786 4.419
H -6.308 1.921 -0.128
C -3.545 2.777 5.227
H -4.135 3.005 0.306
C -2.669 1.338 6.944
C -7.017 3.216 1.130
N -0.735 0.107 -2.246
C -5.423 1.593 -0.658
C -3.141 0.753 -2.018
C 4.614 3.047 0.814
H -3.201 -0.104 0.701
C 2.608 -3.865 -3.542
H -4.431 -1.470 -7.757
H 4.489 -5.207 -1.646
H -2.542 5.327 4.457
N 1.303 -2.141 -0.657
H -4.162 5.035 1.077
H -0.531 -2.478 1.327
C 0.959 2.651 4.413
C 3.238 2.082 -0.990
C -1.765 0.814 6.033
H -6.509 5.130 0.310
H -2.784 -3.786 0.359
F -4.005 -4.828 4.579
H -0.085 4.246 5.377
H 8.330 5.255 -2.906
C 1.711 3.736 6.433
C 3.376 2.964 0.179
C -4.834 4.212 1.299
C -0.628 7.241 2.426
H -8.039 3.244 0.769
H 0.102 -1.716 -5.852
C 0.698 -4.225 3.951
H -1.473 7.543 4.374
H -1.028 0.873 4.035
H 3.856 1.287 5.480
C -3.248 -0.838 -6.088
Si -2.530 2.936 2.521
C -1.370 6.863 3.536
C -3.681 -3.914 3.604
C -1.931 0.037 -4.147
H 1.240 -8.692 -0.365
H 2.651 -4.951 -3.541
C 2.529 4.668 1.650
```

Largest force on an atom (eV Å⁻¹): 2.68
DFT total energy (eV): -125384.9834
Net charge: -1
2S+1: 1
Relative energy (zero: lowest compared OMol25 entry of this formula, charge and spin) (kJ/mol): 234.3
HOMO-LUMO gap (eV): 4.321

These are the Mulliken partial charges, in e, on atoms 1 to 5: -0.50, 0.37, -0.73, -0.01, -0.67

Record 2
C7H10 | wB97M-V/def2-TZVPD

Structure (XYZ):
```
17
Properties=species:S:1:pos:R:3
C -0.614 0.265 1.366
C 0.585 -1.519 -1.590
H -1.025 -1.090 2.942
H -0.434 -1.774 0.847
H 0.751 -1.613 -2.735
C -0.127 -0.494 -0.961
H 1.320 2.418 -1.973
H 0.980 -2.336 -0.897
H -1.026 1.554 -1.104
H -1.246 0.595 3.389
H 2.082 1.093 -0.994
C -0.104 0.985 -1.331
C -0.496 -0.708 0.455
C -0.648 -0.090 2.801
C 1.188 1.531 -1.396
H -0.468 1.371 1.057
H 0.357 -0.043 3.398
```

Largest force on an atom (eV Å⁻¹): 3.62
DFT total energy (eV): -7417.4589
SMILES: C=CC(=C)/C=C/C
2S+1: 1
Relative energy (zero: lowest compared OMol25 entry of this formula, charge and spin) (kJ/mol): 345.0
HOMO-LUMO gap (eV): 8.839

These are the Mulliken partial charges, in e, on atoms 1 to 5: 0.09, -0.70, 0.34, 0.22, 0.26

Among the records above, which one has the highest HOMO-LUMO gap?
C7H10